{
  "formula": "C2H2INP2",
  "method": "ωB97M-V/def2-TZVPD",
  "species": ["C", "C", "N", "P", "P", "I", "H", "H"],
  "xyz": [[0.0487, 0.1714, -1.1964], [-0.6148, -0.8201, -0.9334], [-1.2682, -1.7575, -0.3227], [-1.8621, -3.4172, 0.1728], [-2.8594, -1.5377, 0.4662], [-3.2742, 0.9087, -0.0506], [0.3820, 1.1100, -1.5331], [-2.2514, -1.1317, 1.6317]],
  "forces_ev_per_a": [[-1.25, -1.36, 0.09], [2.19, 1.47, -0.31], [-2.87, -2.91, 1.15], [1.65, 1.15, -1.38], [0.71, 0.71, -0.02], [-0.55, 0.65, -0.33], [0.40, 0.30, -0.27], [-0.29, -0.02, 1.07]],
  "nbo_charge": [-0.2630, 0.1449, -0.9265, 0.4649, 0.5279, -0.1499, 0.2372, -0.0356],
  "charge": 0,
  "de_lowest_kj_mol": 346.6,
  "total_energy_ha": -1112.3903,
  "smiles": "C#CN1P=[P@@H]1I",
  "e_homo_ev": [-7.964, -8.183]
}